Density functional theory data (ωB97M-V/def2-TZVPD) for 2 unconnected molecules or ions with the total composition CH4BrNO at a distorted geometry.

Output
Energy (hartree): -2744.34934
Energy relative to the best compared isomer or geometry (same formula, charge and spin) (kcal per mole): 50.1
Highest occupied orbital energy (spin up / spin down) (eV): -8.4 / -8.4
Gap between HOMO and LUMO (spin up / spin down) (hartree): 0.3271 / 0.3269
Charge: 0

```
8
Properties=species:S:1:pos:R:3:forces:R:3
C 0.80455 1.05677 0.14618 0.7 -0.5 -3.4
H -1.96133 -0.19689 -0.30010 -1.3 1.0 0.8
O -0.18184 -0.28749 -1.00663 2.2 1.9 0.9
N -1.19059 -0.79638 -0.35930 2.6 -3.2 2.2
Br -0.23864 1.28518 1.60002 -0.9 0.3 0.9
H 0.76995 1.82180 -0.68623 -0.1 -0.8 1.5
H -0.79473 -1.33496 0.53541 -2.1 1.5 -2.3
H 1.84450 0.77263 0.44322 -1.1 -0.2 -0.6
```
Forces are in eV/Å.

These are the Mulliken partial charges, in e, on atoms 1 to 5:
1. C -0.297
2. H 0.244
3. O -0.330
4. N -0.312
5. Br -0.068

---

Density functional theory data (ωB97M-V/def2-TZVPD) for a molecular structure, C42H30AsCoN6P2S4Se2.

Output
Energy (hartree): -12644.13105
Energy relative to the best compared isomer or geometry (same formula, charge and spin) (kcal per mole): 0.0
Highest occupied orbital energy (eV): -1.9
Gap between HOMO and LUMO (hartree): 0.2012
Charge: -2

```
88
Properties=species:S:1:pos:R:3:forces:R:3
H -5.13754 -0.91288 -0.28010 0.0 0.0 0.0
C -2.61917 -2.31961 -0.14501 0.0 -0.2 0.0
C -5.85878 -5.02663 -0.75706 -0.3 -0.3 -0.1
H 4.29211 4.36158 1.37566 0.0 0.0 0.0
H 5.56431 -0.85489 1.95909 0.0 0.0 0.0
H -2.15487 2.08410 0.50521 0.0 0.0 0.0
H 5.66286 -4.93647 3.22556 0.0 0.0 0.0
C 4.39148 3.49297 2.01371 0.0 0.0 0.0
H 3.23723 -4.84676 3.69370 0.0 0.0 0.0
Se 0.09238 0.07258 7.60011 0.0 0.0 -0.1
H -1.74300 -5.08613 -0.21558 0.0 0.0 0.0
N -0.60009 -0.43504 4.30187 0.0 0.0 0.1
C 3.69399 -1.66292 2.65394 0.1 0.1 0.0
C 4.64900 1.24764 3.62140 0.0 -0.2 -0.1
H 6.10178 2.37757 4.72042 0.0 0.0 0.0
Se 2.40033 -0.24790 0.01871 -0.1 -0.1 -0.1
H -3.16570 -3.74571 -2.35726 0.0 0.0 0.0
H -4.79740 1.71634 0.10763 0.0 0.0 0.0
C 1.76971 2.61125 4.66794 0.0 0.0 0.0
C 5.40981 2.37497 3.88825 -0.1 0.0 -0.1
C -1.02980 -4.28146 -0.13714 0.0 -0.1 0.0
C 0.34752 -4.38030 -0.01449 0.0 0.1 0.0
H 3.92394 4.11732 7.49538 0.0 0.0 0.0
H -6.45037 -4.55139 1.25385 0.0 0.0 0.0
C 5.05970 -1.72136 2.36933 0.0 0.0 0.0
H 3.10421 1.80060 7.67693 0.0 0.0 0.0
C 2.46215 -2.29443 6.57183 0.0 0.0 0.0
C 3.32339 3.69364 6.70001 0.0 0.0 0.0
C 3.75609 1.23951 2.55377 -0.1 0.1 -0.1
C 2.80724 -0.98209 6.24456 -0.1 0.0 0.0
C 2.20306 3.92749 4.58598 0.0 0.0 0.0
C -5.73295 -4.37108 0.46484 0.1 0.1 0.0
N -0.95749 -0.54898 3.04765 0.0 0.0 -0.1
H 6.17750 -1.27194 6.41898 0.0 0.0 0.0
C -4.93961 -4.80797 -1.78116 0.1 0.1 0.0
H -4.56051 -2.97597 1.60068 0.0 0.0 0.0
H 1.84401 -2.73554 0.15105 0.0 -0.1 0.0
C 5.27756 3.49710 3.08126 0.0 0.0 0.0
H 1.16395 2.20142 3.87008 0.0 0.0 0.0
C 2.11354 1.83253 5.76888 0.0 0.0 0.0
C -4.22005 -0.38892 -0.06694 0.1 -0.4 0.0
C 3.44484 -3.22407 6.84928 0.1 0.0 -0.1
C 5.76721 -2.88853 2.58708 0.0 -0.1 0.0
C -3.75723 -3.26077 -0.35996 0.1 0.1 0.0
H 3.32634 5.49054 5.52419 0.0 0.0 0.0
C -3.89152 -3.92816 -1.57607 0.0 0.0 0.0
C 0.82308 -3.06385 0.07326 -0.2 0.0 0.0
S 2.14969 3.07133 -2.18457 -0.2 0.0 0.0
H 2.94199 2.36098 0.89940 0.0 0.0 0.0
H 4.42663 0.39446 5.95017 -0.1 -0.1 0.4
C -2.64906 1.14345 0.33730 -0.1 -0.1 0.0
P 2.74672 -0.20942 2.12291 0.1 0.1 0.3
H 6.82600 -2.92553 2.36494 0.0 0.0 0.0
H 5.55603 -3.59373 6.99727 0.0 0.0 0.0
C -2.91230 -0.99969 0.01991 0.0 0.4 0.0
N -0.17782 -2.17315 0.01146 0.2 -0.1 0.0
H 0.95076 -5.27391 0.00485 0.0 0.0 0.0
Co -0.04310 -0.17949 0.26830 0.4 -0.1 0.2
C -4.05600 0.93552 0.13222 0.3 0.2 0.1
C 4.78631 -2.85961 6.79550 0.0 0.0 0.0
C 3.62786 2.36811 1.73942 0.1 -0.1 0.1
S -0.02582 0.20403 -1.95334 0.1 0.1 0.1
H 1.97853 -2.76284 3.32390 0.0 0.0 0.0
C 2.98285 4.46617 5.59562 0.0 0.0 0.0
P 1.42185 0.16699 5.96134 0.0 0.0 0.0
C 4.14542 -0.62091 6.20054 0.0 0.0 0.2
C 5.11218 -4.01754 3.06823 0.1 0.0 0.0
H 1.41597 -2.57255 6.62273 0.0 0.0 0.0
C 3.75495 -3.96809 3.33292 -0.1 0.0 0.1
N 0.09951 -0.43151 2.26823 -0.2 -0.1 -0.3
H 5.87160 4.37997 3.28615 0.0 0.0 0.0
C -4.68050 -3.49158 0.65729 0.0 0.0 -0.1
S 0.27252 2.06388 0.66714 -0.2 -0.1 -0.1
H -5.05007 -5.32082 -2.72690 0.0 0.0 0.0
H 1.93237 4.51874 3.72162 0.0 0.0 0.0
As 0.24291 2.38368 -1.54935 0.0 0.2 0.0
C 5.13524 -1.56070 6.47027 0.0 0.0 0.0
C 0.73489 -0.24558 4.35197 -0.1 0.0 0.2
C -1.33197 -2.90664 -0.12468 -0.1 0.2 0.1
C 3.04387 -2.79142 3.13378 0.0 -0.1 0.0
S -1.50431 3.46510 -2.08712 0.2 0.0 0.0
H 3.16694 -4.24028 7.09796 0.0 0.0 0.0
N -7.82557 -6.68092 -1.12610 0.1 0.0 0.0
C 2.88002 2.38649 6.79333 0.0 0.0 0.1
H 4.75949 0.36162 4.23780 0.0 0.2 -0.5
C 1.19506 -0.25275 3.02890 0.3 0.0 -0.1
C -6.95358 -5.94720 -0.96370 0.1 0.1 0.0
N -1.97176 0.02195 0.27063 -0.6 -0.1 0.0
```
Forces are in eV/Å.

These are the Mulliken partial charges, in e, on atoms 1 to 5:
1. H 0.492
2. C 1.201
3. C 0.659
4. H 0.499
5. H 0.499

---

Density functional theory data (ωB97M-V/def2-TZVPD) for a molecular structure, C49H55FLaNO7P2SSi at a distorted geometry.

Output
Energy (hartree): -3983.29380
Energy relative to the best compared isomer or geometry (same formula, charge and spin) (kcal per mole): 23.4
Highest occupied orbital energy (spin up / spin down) (eV): -5.8 / -3.4
Gap between HOMO and LUMO (spin up / spin down) (hartree): 0.2153 / 0.1137
Charge: 0

```
118
Properties=species:S:1:pos:R:3:forces:R:3
C -9.93111 -4.61488 14.65181 0.5 -1.4 -1.3
H -6.95320 -5.15641 14.95876 0.4 1.1 0.3
H -10.63428 -10.15079 7.57410 0.5 0.5 -1.0
O -16.40479 -9.41490 15.47543 0.4 0.0 -0.2
H -12.71099 -16.95133 13.04654 0.3 0.3 -0.2
H -11.28744 -13.75172 10.43210 -0.7 -0.8 0.9
C -8.74296 -3.71359 12.73293 -1.1 0.6 0.8
H -4.44837 -5.23876 11.35272 0.2 -0.2 0.1
C -9.29336 -4.82270 13.40900 1.8 0.3 0.0
H -15.96832 -12.23172 15.86978 -0.5 0.1 0.5
C -13.27225 -8.27072 19.57083 0.5 0.9 -0.3
H -13.89918 -11.61830 10.94032 1.3 0.4 -0.6
H -14.06025 -6.14054 20.58546 0.0 0.2 -0.5
C -8.72614 -12.75576 11.63071 0.6 0.4 -0.5
C -15.88440 -4.84407 16.81437 0.3 -0.7 1.0
H -4.42374 -6.72722 9.42111 -0.3 -0.2 0.4
C -7.36240 -10.43531 12.34352 -0.7 -0.1 0.2
H -12.58082 -7.77103 20.28757 -0.7 -0.1 -0.2
C -14.99869 -5.62422 15.89483 0.9 -0.3 -1.2
H -6.81832 -13.44741 10.83626 -0.2 0.5 -0.1
H -13.96043 -5.71550 16.32003 -0.7 0.7 -0.5
O -14.17743 -7.35586 18.93481 0.5 0.7 0.1
H -8.59350 -7.62498 10.21506 0.6 -0.2 0.2
H -9.24241 -13.67204 11.36188 0.1 0.1 0.0
C -6.94508 -6.19197 15.16290 -0.3 -2.6 0.3
P -8.86712 -6.59083 13.02902 -1.0 1.7 -1.4
C -12.72243 -10.34246 7.99720 -0.3 1.3 0.2
H -14.39731 -11.77513 19.55192 -0.6 -0.4 -0.2
C -11.36290 -10.35356 8.31071 0.0 -0.6 -0.1
H -9.78399 -10.90929 9.64385 0.1 0.4 0.3
H -16.21565 -5.56640 19.89768 0.3 0.1 0.4
C -11.76478 -11.11937 10.53679 0.9 -1.3 -0.5
O -14.94902 -9.88307 19.15853 0.3 -0.3 2.0
H -6.79871 -9.56976 12.60614 0.2 0.6 0.3
C -10.84552 -10.75218 9.52714 -1.5 -0.4 0.5
C -11.72560 -13.27857 12.49871 -0.1 0.1 -0.8
H -8.73389 -1.53967 12.72439 0.2 -0.4 0.2
H -16.89730 -4.64671 16.45450 0.1 -0.3 -0.1
P -11.21980 -11.53043 12.23038 -1.2 -0.1 1.3
C -15.34945 -11.21416 19.57707 0.6 0.4 -0.3
C -16.49809 -11.73769 18.70314 1.4 0.7 -0.5
H -12.10116 -12.95595 14.60674 0.0 -1.0 -0.6
C -7.84175 -6.98784 14.38555 1.7 -1.4 3.5
C -7.13882 -8.97716 15.73407 0.4 1.3 -1.0
C -16.24238 -8.61175 14.31094 -0.6 -2.5 -0.7
H -13.42642 -10.14345 20.60060 -0.5 0.5 -0.2
C -15.23046 -7.59376 14.55113 2.0 1.1 0.5
C -15.43260 -5.28346 19.20071 0.1 -0.3 -0.1
C -11.67414 -14.16485 11.40174 0.0 0.4 0.4
C -6.44596 -7.43098 9.85326 -0.3 -1.4 -2.2
C -10.61597 -9.77033 15.01835 -0.9 0.8 0.0
N -18.49681 -7.22008 16.75337 1.5 0.7 -0.3
H -13.03814 -9.83643 7.04427 0.1 -0.9 1.0
H -10.59894 -9.12735 15.93403 0.2 -0.7 -0.6
C -10.15939 -3.38029 15.13599 -1.2 1.9 1.2
H -14.69743 -10.67517 8.88479 0.2 -0.1 -0.2
H -10.76479 -3.36453 16.05590 0.5 0.5 -0.3
H -6.23897 -5.19787 12.94754 0.0 0.1 0.2
H -17.75082 -12.27476 16.36421 1.2 0.4 0.5
H -18.32481 -10.35281 15.40926 1.5 0.3 0.0
H -17.17872 -8.17659 14.03216 -0.8 0.4 0.0
C -9.75295 -2.21139 14.45261 0.5 -0.5 0.2
C -14.10374 -9.33286 20.22115 0.1 -0.7 -0.1
C -14.13607 -6.03596 19.47880 0.4 -0.2 1.4
C -6.73856 -11.41701 11.65069 1.7 -0.7 -1.7
H -15.22895 -4.20516 19.21575 -0.2 -0.1 -0.1
O -15.94746 -5.72646 17.96209 -0.3 1.6 -0.6
C -7.62692 -7.21468 10.53296 0.1 0.4 2.2
O -18.79867 -9.36457 18.15997 1.7 -1.0 0.7
H -8.13765 -3.77036 11.80282 -0.6 -0.2 0.8
C -16.81465 -11.63904 16.29136 -0.3 -0.4 -0.8
H -14.68515 -8.91681 21.09158 0.2 -0.4 -1.1
H -15.01659 -5.21140 14.85088 0.3 -0.1 1.0
H -13.22044 -5.49988 19.14775 -0.5 -0.3 -0.2
C -12.08384 -13.71809 13.78962 0.8 0.6 -0.6
F -16.82470 -7.62262 19.93825 0.1 0.1 0.7
C -13.61862 -10.73536 8.99802 0.7 -0.6 0.1
H -15.93963 -9.32389 13.49081 0.0 0.9 0.4
C -8.70498 -10.55688 12.67340 -0.9 -0.1 0.4
H -17.09535 -10.93349 14.21629 0.1 0.2 1.3
C -12.28968 -15.08363 13.95134 -0.7 0.5 1.8
La -16.57453 -8.16932 17.81556 -0.9 -0.9 0.3
Si -9.42149 -9.13809 13.68728 0.4 -0.7 1.1
H -15.70670 -11.19402 20.60208 0.0 0.1 0.3
H -6.50533 -8.25435 9.06047 0.4 1.6 0.8
H -9.85447 -1.16160 14.81824 -0.3 -1.2 -0.2
O -15.45974 -6.97419 15.82267 -0.3 0.4 -0.9
H -16.31937 -12.81912 18.55044 -0.5 0.5 -0.1
C -5.27724 -6.68964 10.10622 -0.7 -2.3 -2.1
C -12.07691 -15.49332 11.59988 0.7 0.8 -1.2
H -5.47877 -8.73379 17.06867 0.1 0.5 -0.2
C -12.38315 -15.92373 12.85746 -0.3 -1.0 1.1
H -10.44155 -10.82520 15.20473 0.3 -0.1 0.4
H -12.45861 -15.46796 14.98988 0.0 0.2 -1.1
C -7.54462 -6.50285 11.77779 0.8 0.6 -1.1
H -14.18600 -7.98035 14.58385 -0.6 -0.1 -0.2
C -17.20384 -10.56315 15.29371 -1.9 -0.2 -1.4
H -10.19102 -5.47938 15.26040 -0.2 0.1 -0.2
C -6.12924 -6.82921 16.14393 -0.3 0.6 -1.0
C -9.02866 -2.43035 13.29389 0.2 0.2 -1.3
H -7.23528 -10.03447 15.95630 -0.1 0.1 -0.1
C -13.11311 -11.26104 10.21008 -1.4 1.1 0.3
C -6.34181 -5.80168 12.06613 -1.4 -1.4 -0.7
C -7.98310 -8.35361 14.76455 0.0 -0.3 -0.8
H -5.49534 -6.21034 16.76364 0.2 0.1 -0.1
O -16.39998 -10.98060 17.47551 -0.4 -1.1 0.3
S -19.45457 -8.26259 17.30849 -3.4 0.3 -0.8
C -9.43897 -11.70614 12.24854 1.7 0.5 -0.8
H -17.42409 -11.49333 19.20847 -0.5 -0.2 -0.3
H -12.05972 -16.18441 10.76918 -0.2 -0.1 -0.1
H -5.71843 -11.18203 11.30889 -0.3 -0.5 0.3
H -15.27407 -6.84093 13.74941 0.0 -0.2 0.2
H -12.59997 -8.60110 18.77301 -0.2 -0.6 0.1
C -5.27778 -5.91864 11.18795 0.8 2.8 1.9
H -11.63948 -9.74674 14.62726 0.1 0.1 0.1
C -7.36655 -12.60162 11.26364 -1.0 -0.3 1.3
C -6.10759 -8.22441 16.33593 -2.0 -0.1 -0.1
H -15.39830 -3.89802 17.08354 -0.1 -0.1 0.0
```
Forces are in eV/Å.

These are the Mulliken partial charges, in e, on atoms 1 to 5:
1. C -0.775
2. H 0.510
3. H 0.455
4. O 0.148
5. H 0.363

---

Density functional theory data (ωB97M-V/def2-TZVPD) for a molecular structure, C15H13N4O9RuS3.

Output
Energy (hartree): -2765.26263
Spin multiplicity: 2
Energy relative to the best compared isomer or geometry (same formula, charge and spin) (kcal per mole): 20.5
Highest occupied orbital energy (spin up / spin down) (eV): -2.4 / -2.3
Gap between HOMO and LUMO (spin up / spin down) (hartree): 0.2337 / 0.2294
Charge: -2

```
45
Properties=species:S:1:pos:R:3:forces:R:3
C -0.99910 -4.46379 -3.17360 0.0 0.0 0.0
C 3.25351 2.36292 -3.91240 0.0 0.1 -0.1
H 3.29554 2.81988 -1.23946 0.1 0.0 0.0
C -0.86490 -2.46214 -1.75459 0.0 0.0 0.0
C -0.11631 3.57037 1.99411 0.0 0.1 0.0
C 4.05618 2.11577 -1.58959 0.0 0.0 0.0
O 2.56897 -1.31663 0.93803 -0.3 0.6 -0.2
H 2.03992 -0.66059 3.55926 0.0 0.0 0.0
O 0.73560 0.81088 -1.72871 0.1 -0.1 0.0
S 0.81683 -2.54955 -1.41904 -0.1 0.0 0.0
O 0.86435 3.00880 -2.16675 -0.2 0.0 0.1
S 3.33971 -0.24962 1.61138 0.3 0.0 0.0
C 0.67154 2.05403 -1.42089 -0.1 0.1 0.0
H 2.92834 1.76117 -4.76159 0.0 0.0 0.0
C 3.10245 -0.55968 3.35312 0.0 0.0 0.0
O 3.41275 -0.57517 -1.89648 0.2 -0.2 0.0
O -0.19226 4.78904 2.61113 0.0 0.0 0.0
H 4.19644 1.34874 -0.83053 0.0 0.0 0.0
O -0.14425 -1.13700 1.73212 -0.1 0.0 0.0
O 2.77226 1.07244 1.36674 -0.1 0.1 0.1
H 2.42789 3.01493 -3.61730 0.1 0.0 0.0
C 0.29510 2.31737 0.02884 0.0 0.1 0.0
Ru 0.55626 -0.57438 -0.15357 -0.1 -0.3 0.2
C 3.28330 0.17958 -2.82981 -0.1 0.2 0.0
N 3.62953 1.49310 -2.82559 0.0 0.0 0.0
H 4.99382 2.65848 -1.74655 0.0 0.0 0.0
N -4.12558 -3.01517 -2.93927 0.0 0.0 0.0
H 3.52786 0.27447 3.90866 0.0 0.0 0.0
O 4.77206 -0.33052 1.39168 0.0 -0.1 0.1
C -2.99326 -3.15651 -2.75638 0.0 0.0 0.0
H -0.38122 4.64282 3.54329 0.0 0.0 0.0
N -0.53572 -5.38214 -3.69960 0.0 0.0 0.0
H 2.86666 -0.14146 -3.80164 0.0 0.0 0.0
C 0.20690 3.54900 0.64194 0.0 0.0 0.0
H 4.10845 2.97211 -4.22635 0.0 0.0 0.0
O -0.75599 -0.32300 3.73662 0.0 0.0 0.0
C -1.60241 -3.34314 -2.54564 0.0 0.0 0.0
C -0.40596 -0.19889 2.56824 0.1 0.0 0.0
C -0.23964 1.20322 1.99431 -0.1 0.0 0.0
H -0.60484 2.36596 3.74171 0.0 0.0 0.0
S -1.52353 -1.08328 -0.95774 -0.1 0.0 -0.2
N 0.06760 1.20768 0.71003 0.4 -0.2 0.1
H 0.40152 4.45381 0.08492 0.0 0.0 0.0
C -0.35377 2.38979 2.68801 0.0 0.0 0.0
H 3.61970 -1.48441 3.60224 0.0 0.0 0.0
```
Forces are in eV/Å.

These are the Mulliken partial charges, in e, on atoms 1 to 5:
1. C 0.001
2. C -0.782
3. H 0.204
4. C 0.917
5. C 1.126

---

Density functional theory data (ωB97M-V/def2-TZVPD) for C5H6ClNO in the gas phase at a distorted geometry.

Output
Energy (hartree): -784.26365
Energy relative to the best compared isomer or geometry (same formula, charge and spin) (kcal per mole): 36.5
SMILES: CC1=C(Cl)C(=O)NC1
Highest occupied orbital energy (eV): -9.2
Gap between HOMO and LUMO (hartree): 0.3624
Charge: 0

```
14
Properties=species:S:1:pos:R:3:forces:R:3
H -1.55026 1.79517 -1.06290 -0.1 -0.1 1.0
H -0.83798 2.65633 0.32765 0.9 0.4 -0.1
H 0.14964 -2.66928 -0.09202 1.3 0.0 0.4
C 1.22053 0.54718 -0.17647 -1.0 -4.2 0.9
H -1.44926 -1.17131 -0.55078 -0.8 -0.4 -1.3
H -1.12408 -0.88877 1.15966 0.1 -0.1 -1.0
C -1.13421 1.68886 -0.02774 0.8 -0.8 -1.4
O 2.78613 -1.71254 -0.14835 -0.6 -0.3 0.3
Cl 2.42252 1.71115 -0.29892 0.0 0.4 0.0
C 1.68727 -1.26393 -0.02678 0.5 4.8 -1.2
C -0.12140 0.55459 -0.04601 1.0 0.3 -0.6
H -1.83038 1.36684 0.69450 -1.6 -0.3 0.5
N 0.46777 -1.72330 0.13528 -2.2 -3.1 -0.6
C -0.68630 -0.89099 0.11289 1.5 3.3 3.2
```
Forces are in eV/Å.

These are the Mulliken partial charges, in e, on atoms 1 to 5:
1. H 0.259
2. H 0.383
3. H 0.260
4. C 0.115
5. H 0.366